# 1
Here is C34H50AuGeN5S2 as an isolated structure from the OMol25 dataset. Energies are from ωB97M-V/def2-TZVPD.

```
93
Properties=species:S:1:pos:R:3:mulliken_charge:R:1
Au -0.027 0.943 -0.049 1.67
C 5.195 -1.135 -2.331 -0.58
C 5.531 -1.222 -0.983 -0.95
C 4.548 -1.123 -0.014 -0.34
C 3.224 -0.957 -0.422 -0.21
C 2.872 -0.887 -1.765 0.17
C 3.874 -0.963 -2.720 -0.88
N 2.178 -0.858 0.550 1.79
N 2.525 -0.403 1.643 -0.68
C 1.501 -0.170 2.585 -0.10
C 1.758 -0.460 3.913 -0.75
C 0.768 -0.176 4.840 -0.65
C -0.401 0.430 4.407 -0.86
C -0.547 0.729 3.061 -0.40
N 0.386 0.428 2.152 -0.03
H 5.969 -1.212 -3.084 0.47
H 6.561 -1.379 -0.688 0.47
H 4.787 -1.200 1.037 0.50
H 1.844 -0.726 -2.057 0.02
H 3.619 -0.887 -3.769 0.47
H 2.701 -0.912 4.191 0.66
H 0.917 -0.408 5.887 0.50
H -1.188 0.693 5.102 0.56
H -1.428 1.226 2.686 0.23
C -2.348 -2.079 -2.287 -1.49
C -2.432 -0.852 -3.211 0.36
C -1.045 -0.332 -3.596 -1.36
C -3.331 0.226 -2.644 0.67
C -4.401 0.647 -3.392 -1.07
C -5.274 1.611 -2.893 -0.74
C -5.138 2.174 -1.628 -1.14
C -4.090 1.814 -0.821 0.75
C -4.011 2.388 0.573 0.47
C -2.818 3.327 0.790 -1.29
C -4.073 1.290 1.649 -1.16
C -3.076 0.858 -1.326 -0.35
N -1.985 0.651 -0.673 -0.21
H -1.801 -2.879 -2.790 0.52
H -3.341 -2.458 -2.038 0.48
H -1.837 -1.813 -1.364 -0.05
H -2.913 -1.178 -4.138 0.77
H -0.489 -0.044 -2.707 -0.06
H -1.113 0.534 -4.257 0.45
H -0.501 -1.117 -4.127 0.45
H -4.584 0.225 -4.373 0.49
H -6.111 1.922 -3.510 0.42
H -5.875 2.889 -1.284 0.48
H -4.914 2.993 0.686 0.66
H -1.876 2.771 0.822 -0.03
H -2.954 3.852 1.736 0.44
H -2.745 4.074 -0.001 0.37
H -3.196 0.652 1.585 -0.05
H -4.960 0.665 1.537 0.39
H -4.114 1.749 2.641 0.42
S 1.244 2.280 -1.618 -0.38
C 2.785 2.547 -0.986 0.47
N 3.140 2.478 0.287 0.08
C 4.458 3.010 0.633 -0.70
C 5.293 2.879 -0.632 -0.44
S 4.103 2.997 -2.009 -0.04
H 2.411 2.378 0.978 0.00
H 4.885 2.439 1.456 0.33
H 4.359 4.054 0.937 0.39
H 5.787 1.913 -0.696 0.20
H 6.030 3.672 -0.722 0.47
C 2.372 -4.222 4.527 -1.65
C 1.645 -4.006 3.204 0.44
C 2.610 -3.808 2.038 -0.34
C 1.934 -3.746 0.670 -1.15
Ge 0.658 -2.310 0.310 0.68
C -0.934 -2.198 1.408 -0.07
C -1.646 -3.547 1.232 -0.89
C -3.003 -3.572 1.939 -0.70
C -2.899 -3.405 3.451 -1.09
H 1.670 -4.326 5.355 0.40
H 3.041 -3.388 4.755 0.30
H 2.980 -5.126 4.493 0.43
H 0.981 -3.139 3.291 -0.26
H 1.001 -4.866 2.997 0.35
H 3.318 -4.641 2.024 0.65
H 3.220 -2.911 2.209 -0.11
H 1.359 -4.665 0.511 0.66
H 2.669 -3.703 -0.136 0.43
H 0.394 -2.162 -1.185 -0.37
H -1.557 -1.372 1.063 0.24
H -0.683 -2.031 2.454 0.66
H -1.020 -4.353 1.630 0.36
H -1.798 -3.757 0.167 0.38
H -3.488 -4.523 1.710 0.42
H -3.638 -2.788 1.516 0.27
H -2.242 -4.163 3.885 0.28
H -3.878 -3.509 3.918 0.41
H -2.511 -2.420 3.729 0.20
```

Computed properties:
Net charge: +2
E_tot in eV: -125382.772
Multiplicity: 1


# 2
Here is C14H9ClCrNO4Se3Te as an isolated structure from the OMol25 dataset. Energies are from ωB97M-V/def2-TZVPD.

```
34
Properties=species:S:1:pos:R:3:lowdin_spin:R:1
Cr -0.428 -1.151 0.469 3.09
O -3.055 5.167 0.777 0.00
C -3.908 4.182 0.809 0.00
O -5.150 4.272 0.914 0.00
C -3.154 2.952 0.646 0.01
C -1.830 2.998 1.047 0.00
C -1.045 1.841 1.134 0.01
N -1.460 0.662 0.570 -0.01
C -2.754 0.686 -0.032 0.01
C -3.608 1.752 0.051 0.00
C -3.159 -0.684 -0.540 0.01
O -4.254 -0.918 -0.977 0.01
O -2.225 -1.593 -0.315 0.03
H -1.348 3.931 1.332 0.00
H -0.137 1.811 1.663 0.00
H -4.625 1.688 -0.281 0.00
Se 0.059 -3.567 0.198 -0.04
Se 2.062 -3.496 1.383 0.01
Te 1.099 -2.739 3.647 0.02
Se -0.891 -1.332 3.021 -0.06
Cl 0.154 -0.704 -1.979 -0.01
C 1.895 -0.833 -1.748 -0.01
C 2.625 -1.334 -2.830 0.00
C 3.923 -1.863 -2.543 -0.01
C 4.492 -1.847 -1.226 0.00
C 3.705 -1.329 -0.246 -0.01
C 2.349 -0.876 -0.398 0.00
C 1.547 -0.342 0.630 -0.03
H 2.097 -1.433 -3.803 0.00
H 4.473 -2.371 -3.389 0.00
H 5.464 -2.322 -1.017 0.00
H 4.054 -1.325 0.820 0.00
H 1.231 0.706 0.563 0.00
H 1.802 -0.589 1.650 0.00
```

Computed properties:
Net charge: -2
ΔE to the lowest compared entry with this formula, charge and spin in kJ/mol: 105.77
Multiplicity: 4


# 3
Here is C3H8CoO2 as an isolated structure from the OMol25 dataset. Energies are from ωB97M-V/def2-TZVPD.

```
14
Properties=species:S:1:pos:R:3:lowdin_spin:R:1
C 0.147 1.178 -1.166 0.28
C 0.774 0.063 -0.370 0.04
O -0.242 -0.861 0.060 0.18
C 0.122 -1.634 1.185 0.03
Co -2.066 0.089 -0.177 3.45
H -0.553 2.077 -0.196 -0.03
H 0.885 1.370 -1.964 0.02
H 1.307 0.436 0.521 0.01
H 1.502 -0.520 -0.960 0.01
H -0.741 -2.263 1.436 0.02
H 1.010 -2.239 0.947 0.00
H 0.357 -1.004 2.058 0.00
O -1.872 1.779 0.484 0.97
H -0.632 1.530 -1.857 0.02
```

Computed properties:
Net charge: 0
ΔE to the lowest compared entry with this formula, charge and spin in kJ/mol: 242.83
Multiplicity: 6


# 4
Here is C18H17CoF5N3O3PS4 as an isolated structure from the OMol25 dataset. Energies are from ωB97M-V/def2-TZVPD.

```
52
Properties=species:S:1:pos:R:3:lowdin_spin:R:1
Co 0.930 0.512 -1.502 1.00
N 4.003 -2.110 -3.323 0.00
C 2.888 -1.383 -2.909 -0.01
S 3.162 0.192 -2.251 -0.03
N 1.749 -1.975 -3.049 0.00
N 0.666 -1.224 -2.609 -0.01
C -0.448 -1.799 -2.755 0.00
C -1.742 -1.178 -2.575 0.00
C -2.892 -1.963 -2.714 0.00
C -4.158 -1.429 -2.608 0.00
C -4.290 -0.055 -2.337 0.00
C -3.186 0.745 -2.199 0.00
C -1.867 0.221 -2.318 0.00
O -0.853 0.983 -2.199 0.03
H 4.767 -1.514 -3.598 0.00
H 3.762 -2.811 -4.009 0.00
H -0.412 -2.838 -3.088 0.00
H -2.765 -3.027 -2.903 0.00
H -5.033 -2.057 -2.734 0.00
H -5.279 0.377 -2.226 0.00
H -3.279 1.798 -1.966 0.00
C -1.516 -0.228 5.283 0.00
C -1.840 0.490 3.986 0.00
O -1.074 -0.131 2.962 0.00
P -1.295 0.279 1.375 0.01
S 0.309 -0.642 0.577 0.03
S -1.892 2.125 1.220 0.00
O -2.613 -0.600 0.982 0.00
C -2.612 -2.019 0.850 0.00
C -3.145 -2.667 2.116 0.00
H -2.032 0.244 6.124 0.00
H -0.439 -0.186 5.458 0.00
H -1.815 -1.277 5.224 0.00
H -1.576 1.547 4.045 0.00
H -2.907 0.431 3.751 0.00
H -1.604 -2.369 0.629 0.00
H -3.251 -2.243 -0.007 0.00
H -2.474 -2.456 2.951 0.00
H -3.221 -3.752 1.984 0.00
H -4.135 -2.269 2.355 0.00
F 7.072 3.403 1.136 0.00
C 5.798 3.210 0.742 0.00
C 5.329 3.784 -0.419 0.00
F 6.156 4.561 -1.149 0.00
C 4.024 3.574 -0.820 0.00
F 3.647 4.159 -1.961 0.00
C 3.117 2.804 -0.085 0.00
S 1.452 2.639 -0.558 -0.02
C 3.630 2.260 1.095 0.00
F 2.851 1.535 1.894 0.00
C 4.940 2.441 1.495 0.00
F 5.392 1.888 2.637 0.00
```

Computed properties:
Net charge: -2
ΔE to the lowest compared entry with this formula, charge and spin in kJ/mol: 63.37
Multiplicity: 2


# 5
Here is a 12-piece molecular cluster, H24O12 overall from the OMol25 dataset. Energies are from ωB97M-V/def2-TZVPD.

```
36
Properties=species:S:1:pos:R:3:mulliken_charge:R:1
O 21.372 -20.260 -6.101 -0.69
H 21.429 -20.327 -5.158 0.41
H 20.706 -20.942 -6.258 0.39
O 19.505 -17.910 -3.083 -0.62
H 18.973 -18.639 -2.775 0.30
H 19.366 -17.241 -2.378 0.32
O 19.776 -17.528 -5.888 -0.62
H 19.794 -18.148 -6.651 0.34
H 19.588 -18.117 -5.171 0.31
O 21.089 -20.853 -3.400 -0.71
H 21.521 -19.977 -3.374 0.38
H 21.695 -21.394 -2.890 0.26
O 19.293 -22.211 -6.406 -0.86
H 19.570 -22.838 -5.682 0.34
H 18.768 -21.549 -5.975 0.62
O 16.780 -17.846 -4.827 -0.63
H 17.355 -18.603 -4.957 0.47
H 17.097 -17.346 -4.052 0.33
O 18.181 -20.154 -5.215 -1.23
H 18.271 -20.376 -4.247 0.58
H 17.293 -20.424 -5.496 0.29
O 18.623 -20.397 -2.654 -0.66
H 19.460 -20.802 -3.028 0.35
H 18.197 -21.019 -2.056 0.22
O 16.619 -20.263 -7.976 -0.62
H 17.032 -21.065 -8.238 0.30
H 17.347 -19.656 -8.094 0.33
O 16.924 -23.482 -6.532 -0.65
H 17.859 -23.128 -6.577 0.50
H 16.938 -24.405 -6.880 0.28
O 15.573 -19.421 -2.360 -0.63
H 15.540 -19.365 -3.314 0.42
H 15.767 -20.337 -2.202 0.24
O 15.383 -20.814 -4.759 -0.57
H 14.668 -20.736 -5.445 0.25
H 15.066 -21.481 -4.160 0.28
```

Computed properties:
Net charge: 0
ΔE to the lowest compared entry with this formula, charge and spin in kJ/mol: 185.54
Multiplicity: 1
SMILES: O.O.O.O.O.O.O.O.O.O.O.O